Molecular formula: C4H5ClO
Method: DFT, ωB97M-V/def2-TZVPD

Geometry as ORCA input:
```
! wB97M-V def2-TZVPD RIJCOSX def2/J DEFGRID3
* xyz 0 1
C -0.7453 -2.1414 -0.9419
C -0.7373 -1.1467 -0.2556
C 0.0032 0.3596 1.3466
C -0.8579 0.1053 0.3306
O 1.3906 1.5660 -1.0987
Cl -1.9055 1.1870 -0.2520
H -0.7151 -3.0834 -1.3806
H 0.1094 1.2650 1.9572
H 1.3136 0.6629 -1.2853
H 0.5272 -0.4407 1.7624
H 1.6169 1.6663 -0.1828
*
```

## Properties
Energy above the lowest of the compared OMol25 structures with the same formula, charge and spin (eV): 2.4334
Lowest unoccupied orbital energy (Eh): 0.0084
SMILES string: C#CC(=C)Cl.O

---

Molecular formula: C4H5ClO
Method: DFT, ωB97M-V/def2-TZVPD

Geometry as ORCA input:
```
! wB97M-V def2-TZVPD RIJCOSX def2/J DEFGRID3
* xyz 0 1
C 1.2510 1.1527 0.7777
C 1.6469 0.5775 -0.3316
C 0.2224 0.9109 -0.2519
C -0.8084 -0.8326 0.1547
O -1.2561 -1.3718 -1.0043
Cl -2.3379 -0.2681 1.0933
H 1.5162 1.5326 1.7377
H 2.3493 0.3294 -1.1167
H -0.5725 1.5974 -0.7659
H -0.0812 -1.5961 0.5406
H -1.9296 -2.0319 -0.8336
*
```

## Properties
Energy above the lowest of the compared OMol25 structures with the same formula, charge and spin (eV): 4.3115
Lowest unoccupied orbital energy (Eh): 0.0373

---

Molecular formula: C4H5ClO3
Method: DFT, ωB97M-V/def2-TZVPD

Geometry as ORCA input:
```
! wB97M-V def2-TZVPD RIJCOSX def2/J DEFGRID3
* xyz 0 1
C 0.0435 1.4609 -0.2512
C -1.0338 1.2228 0.5259
C 0.7688 0.2285 -0.5855
C -0.0371 -0.9607 0.0043
O -1.1168 -0.0565 1.0226
O 0.5937 -1.8295 0.7731
O -0.9270 -1.4723 -0.8457
Cl 2.4868 0.1243 0.1073
H 0.3232 2.4946 -0.5688
H -1.7819 1.9701 0.8306
H 1.0058 -0.0955 -1.5419
H 1.4675 -1.3717 1.0429
H -1.7926 -1.7151 -0.5135
*
```

## Properties
Energy above the lowest of the compared OMol25 structures with the same formula, charge and spin (eV): 1.4614
Lowest unoccupied orbital energy (Eh): 0.0268
SMILES string: OC1(O)OC=C[C@H]1Cl

---

Molecular formula: C4H5ClO3S
Method: DFT, ωB97M-V/def2-TZVPD

Geometry as ORCA input:
```
! wB97M-V def2-TZVPD RIJCOSX def2/J DEFGRID3
* xyz 0 3
C -0.8752 -0.5445 -0.9444
C 0.2889 -1.1184 -0.8944
C -0.9884 0.6711 0.0476
C -0.1483 0.2239 1.1544
O 2.2123 -1.2334 0.8107
O 1.9585 0.8319 -0.4842
O -0.4232 1.8302 -0.5400
S 1.3809 -0.2967 0.2355
Cl -0.8967 -1.0905 2.0729
H -1.6499 -0.7631 -1.5376
H 0.7420 -1.8877 -1.4530
H -2.1202 0.8819 0.3884
H 0.0894 0.9875 1.9481
H 0.4299 1.5079 -0.8041
*
```

## Properties
Energy above the lowest of the compared OMol25 structures with the same formula, charge and spin (eV): 1.9604
Expectation value of S²: 2.008
Lowest unoccupied orbital energy (spin up / spin down) (Eh): 0.0213 / -0.1904

---

Molecular formula: C4H5ClOS
Method: DFT, ωB97M-V/def2-TZVPD

Geometry as ORCA input:
```
! wB97M-V def2-TZVPD RIJCOSX def2/J DEFGRID3
* xyz 0 1
C -2.1037 0.8908 -0.1196
C -0.7760 -1.2870 0.9588
C -0.9372 0.0147 -0.3684
C 0.3925 0.4740 -0.9085
O -2.2104 2.0709 -0.2504
S -1.1677 -1.7106 -0.6937
Cl -3.6153 -0.0563 0.2337
H 0.1968 -1.2801 1.2135
H -1.5599 -1.2885 1.5948
H 1.0907 -0.2666 -0.7505
H 0.5782 1.4752 -0.3757
H 0.5023 0.7187 -1.9072
*
```

## Properties
Energy above the lowest of the compared OMol25 structures with the same formula, charge and spin (eV): 1.4819
Lowest unoccupied orbital energy (Eh): 0.0112
SMILES string: C[C@]1(C(=O)Cl)CS1

---

Molecular formula: C4H5ClOS
Method: DFT, ωB97M-V/def2-TZVPD

Geometry as ORCA input:
```
! wB97M-V def2-TZVPD RIJCOSX def2/J DEFGRID3
* xyz 0 1
C -0.0776 1.6762 -0.0297
C -0.3411 0.1674 0.4208
C 1.6558 -1.4418 -0.2330
C -1.5407 -0.3667 0.1451
H -1.0672 2.0516 -0.3863
H 0.6505 1.6371 -0.8753
H 0.3155 2.3186 0.7765
H 1.0046 -1.4141 -1.0915
H -2.3608 0.1933 -0.2228
O 2.7019 -2.0520 -0.1599
S 0.9768 -0.6788 1.3048
Cl -1.9177 -2.0908 0.3513
*
```

## Properties
Energy above the lowest of the compared OMol25 structures with the same formula, charge and spin (eV): 0.6697
Lowest unoccupied orbital energy (Eh): 0.0236
SMILES string: C/C(=C/Cl)SC=O